Below is a single C4H5N3O molecule in a non-equilibrium geometry, with properties calculated with ωB97M-V with the def2-TZVPD basis set.

Last columns: bonded neighbours and bond lengths (Å).
Geometry (Å):
1 O -1.32 -1.07 0.07  C5 1.374, C6 1.356
2 N 2.21 -0.48 0.03  N4 1.334, C7 1.262
3 N -0.32 0.96 -0.03  C6 1.324, C8 1.424
4 N 2.29 0.84 -0.06  N2 1.334, H11 1.055, H12 1.035
5 C -2.32 -0.13 0.03  O1 1.374, C8 1.353, H10 1.080
6 C -0.18 -0.36 -0.07  O1 1.356, N3 1.324, C7 1.430
7 C 1.08 -1.05 -0.01  N2 1.262, C6 1.430, H9 1.137
8 C -1.74 1.09 0.00  N3 1.424, C5 1.353, H13 1.113
9 H 1.05 -2.16 -0.22  C7 1.137
10 H -3.34 -0.45 -0.13  C5 1.080
11 H 3.24 1.16 0.27  N4 1.055
12 H 1.51 1.46 0.22  N4 1.035
13 H -2.18 2.10 -0.06  C8 1.113

The structure (SMILES) is N/N=C\c1ncco1. The calculation puts the HOMO energy at -8.57 eV.

Below is a single C4H5N3O molecule in a non-equilibrium geometry, with properties calculated with ωB97M-V with the def2-TZVPD basis set.

Last columns: bonded neighbours and bond lengths (Å).
Geometry (Å):
1 O -3.64 -0.15 0.08  N4 1.246
2 N -0.24 0.21 -0.03  N3 1.439, C5 1.375, C8 1.373
3 N -1.61 0.65 0.08  N2 1.439, N4 1.276, H10 1.269
4 N -2.41 -0.33 -0.04  O1 1.246, N3 1.276
5 C 0.87 1.02 -0.11  N2 1.375, C6 1.338, H11 1.158
6 C 1.94 0.22 -0.07  C5 1.338, C7 1.434, H12 1.162
7 C 1.46 -1.13 0.03  C6 1.434, C8 1.351, H9 1.062
8 C 0.11 -1.11 0.08  N2 1.373, C7 1.351, H13 1.090
9 H 2.04 -2.01 0.17  C7 1.062
10 H -1.67 1.87 0.43  N3 1.269
11 H 0.74 2.16 -0.27  C5 1.158
12 H 3.06 0.47 -0.21  C6 1.162
13 H -0.64 -1.88 -0.13  C8 1.090

The structure (SMILES) is O=NNn1cccc1. The calculation puts the HOMO energy at -9.06 eV.

Below is a single C4H5N3O molecule in a non-equilibrium geometry, with properties calculated with ωB97M-V with the def2-TZVPD basis set.

Last columns: bonded neighbours and bond lengths (Å).
Geometry (Å):
1 O -0.78 0.52 -0.32  C5 1.329, C6 1.243
2 N 0.79 -1.10 -0.30  N3 1.331, C5 1.311
3 N 2.07 -1.21 0.03  N2 1.331, N4 1.441
4 N 2.61 0.13 0.11  N3 1.441, C7 1.354, H9 1.061
5 C 0.50 0.18 -0.20  O1 1.329, N2 1.311, C7 1.442
6 C -1.56 -0.41 -0.05  O1 1.243, C8 1.237, H13 1.176
7 C 1.64 1.05 -0.11  N4 1.354, C5 1.442, H11 1.139
8 C -2.75 -0.08 0.06  C6 1.237, H10 1.199, H12 1.050
9 H 3.67 0.19 0.13  N4 1.061
10 H -3.14 0.97 0.50  C8 1.199
11 H 1.87 2.16 0.00  C7 1.139
12 H -3.49 -0.81 0.22  C8 1.050
13 H -1.43 -1.58 -0.07  C6 1.176

The structure (SMILES) is C=COc1c[nH]nn1. The calculation puts the HOMO energy at -8.47 eV.

no.,gap between HOMO and LUMO (eV)
1,9.307
2,9.252
3,9.202